Density functional theory data (ωB97M-V/def2-TZVPD) for an isolated ion of composition C21H33N4O and charge +1 at a distorted geometry.

Orbital gap   7.74 eV
LUMO   -3.93 eV
SMILES   C=CCc1nnn(CCCCCCCCOC)[n+]1Cc1ccccc1C
Electronic energy   -30302.359 eV
Charge   +1
Max |F|   0.1191 hartree/bohr

The geometry in XYZ format:
```
59
Properties=species:S:1:pos:R:3:forces:R:3:nbo_charge:R:1
C -4.437176 1.219057 -0.935269 -0.8 -1.9 1.3 -0.3927
C -4.925484 0.286904 0.018591 0.8 1.4 -1.1 -0.1967
C -4.283578 -1.157300 0.248209 -0.5 -0.1 -0.6 -0.5216
C -3.073879 -1.190649 1.282649 2.2 0.4 1.2 0.4159
N -3.022516 -1.316655 2.728897 3.5 0.4 -5.0 -0.1754
N -1.684518 -1.308085 2.977220 -0.7 0.0 -0.2 0.0335
N -0.885891 -1.183044 1.891629 -4.7 -0.4 2.5 0.0472
C 0.546240 -1.134509 2.205439 3.1 -0.2 0.8 -0.2626
C 1.617395 -1.065137 1.040062 0.7 1.5 -0.3 -0.4345
C 3.079864 -0.891055 1.746923 -0.9 0.3 1.2 -0.4036
C 3.332688 0.656008 2.180495 -0.4 0.3 -0.6 -0.4099
C 3.722309 1.595183 0.900602 -0.1 -0.3 1.0 -0.4151
C 2.813591 2.915976 0.783716 0.2 0.3 -1.1 -0.4224
C 1.691887 2.808465 -0.381533 0.0 0.8 0.1 -0.4387
C 0.313945 3.571591 -0.030017 -0.3 -1.0 -0.8 -0.0640
O 0.247296 4.919339 -0.560356 0.2 -0.9 1.9 -0.5490
C 0.773812 5.895938 0.376446 0.8 1.1 -0.5 -0.2735
N -1.709331 -1.085915 0.841228 -1.8 0.3 -0.4 -0.1263
C -1.220020 -0.898264 -0.545387 -0.9 -1.0 -2.8 -0.2879
C -1.012673 -2.332074 -1.278577 0.3 -3.6 -1.3 -0.0843
C -1.942822 -3.548218 -0.906987 2.1 -1.0 -2.3 -0.2455
C -1.820859 -4.944423 -1.613584 2.1 2.8 -1.1 -0.2051
C -0.774579 -5.176574 -2.731278 -0.5 4.0 2.4 -0.1914
C 0.163327 -3.980174 -3.081128 -2.5 -0.2 1.9 -0.2051
C 0.055016 -2.573367 -2.384518 -1.4 -1.9 0.3 -0.0022
C 1.081492 -1.414623 -2.859549 0.1 -0.8 0.6 -0.6599
H -4.035440 0.849979 -1.953607 0.2 0.7 2.1 0.2133
H -4.488909 2.338864 -0.731999 -0.8 -1.7 -0.8 0.2398
H -5.861545 0.540140 0.643533 2.2 -0.1 -0.3 0.2400
H -5.105746 -1.865842 0.613919 1.4 0.9 -0.3 0.2790
H -3.883494 -1.560664 -0.752146 -0.6 0.5 1.5 0.2620
H 0.804291 -2.055792 2.858170 -0.9 1.3 -1.2 0.2672
H 0.734980 -0.232214 2.905845 -0.6 -1.4 -1.3 0.2630
H 1.456258 -0.063021 0.478700 0.2 -1.7 0.6 0.2073
H 1.619026 -1.924814 0.291459 -0.3 1.0 1.2 0.2454
H 3.923579 -1.316059 1.104277 -1.3 0.7 0.9 0.2396
H 3.008758 -1.486006 2.728446 0.4 0.6 -1.5 0.2095
H 2.360459 1.119733 2.600070 1.3 -1.0 -0.5 0.1850
H 4.104034 0.749000 3.031590 -1.1 -0.3 -1.5 0.2354
H 4.817515 1.911210 1.047070 -1.6 -0.6 -0.6 0.2313
H 3.576549 0.935370 -0.033531 0.5 1.2 1.2 0.2005
H 2.304974 3.228756 1.766466 0.9 -0.7 -1.3 0.2045
H 3.514831 3.774020 0.456124 -1.2 -1.2 0.8 0.2265
H 1.439279 1.727902 -0.666090 0.4 1.3 0.6 0.1751
H 2.104923 3.301466 -1.338778 -0.7 -0.8 1.4 0.2385
H -0.529338 2.965112 -0.544257 1.2 1.2 0.7 0.1740
H 0.077834 3.538133 1.094570 0.5 0.2 -1.5 0.1680
H 1.782843 6.258108 -0.053836 -1.4 -0.5 0.9 0.1866
H 0.077510 6.814627 0.409734 1.0 -1.6 0.0 0.2039
H 0.945524 5.474862 1.425054 -0.4 0.5 -1.4 0.1769
H -2.084880 -0.400578 -1.133173 1.4 -0.6 1.3 0.2649
H -0.325717 -0.204843 -0.664827 -1.2 -1.1 0.7 0.2759
H -2.760084 -3.487964 -0.102727 1.5 0.1 -1.3 0.2185
H -2.525789 -5.802927 -1.333811 1.1 1.6 -0.3 0.2434
H -0.738482 -6.196531 -3.234338 0.2 1.7 0.7 0.2504
H 0.925459 -4.180066 -3.922481 -1.3 0.7 1.6 0.2431
H 1.354342 -1.501946 -3.969517 -0.7 0.0 1.6 0.2538
H 2.072893 -1.554398 -2.276617 -1.6 0.3 -0.9 0.2318
H 0.688031 -0.362015 -2.657215 0.5 -1.5 -0.3 0.2166
```
Forces are in eV/Å.

=====

Density functional theory data (ωB97M-V/def2-TZVPD) for one molecule with the formula C5H8.

Orbital gap   7.43 eV
Energy above the lowest of the compared OMol25 structures with the same formula, charge and spin   5.602 eV
LUMO   0.41 eV
Electronic energy   -5308.565 eV
Max |F|   0.0094 hartree/bohr

The geometry in XYZ format:
```
13
Properties=species:S:1:pos:R:3:forces:R:3:nbo_charge:R:1
C -0.038336 -0.504189 0.873202 -0.1 0.3 -0.2 -0.0317
C -1.251683 -0.729134 0.162377 0.0 -0.2 0.2 -0.5747
C -0.465548 1.306083 -0.981065 0.4 0.2 0.0 -0.4243
C 0.748306 1.058571 -0.521076 -0.2 0.2 -0.1 -0.3585
C 1.156489 -0.384801 0.088996 0.1 -0.2 0.1 -0.4811
H -0.964319 -1.719754 0.814846 -0.2 -0.2 0.0 0.2792
H -0.103090 -0.149216 1.897593 0.1 -0.1 -0.2 0.2320
H -1.216313 -1.069612 -0.864904 0.1 0.1 0.2 0.2625
H -2.194284 -0.345294 0.540845 0.2 -0.1 0.0 0.2627
H -0.611517 2.247209 -1.521873 0.1 -0.1 0.1 0.1767
H 1.607507 1.725094 -0.421118 -0.2 -0.1 0.0 0.2033
H 1.249973 -1.101248 -0.730740 -0.1 0.1 0.1 0.2296
H 2.082812 -0.333714 0.662914 -0.1 0.0 -0.1 0.2243
```
Forces are in eV/Å.

=====

Density functional theory data (ωB97M-V/def2-TZVPD) for C26H63Cl2InNO6 as an isolated structure.

Orbital gap   7.27 eV
LUMO   2.06 eV
Electronic energy   -71978.326 eV
Charge   -1
Max |F|   0.0159 hartree/bohr

The geometry in XYZ format:
```
99
Properties=species:S:1:pos:R:3:forces:R:3:lowdin_charge:R:1
C -5.640616 -2.836871 1.183068 0.2 -0.1 0.0 -0.1116
C -4.847956 -2.742947 -0.128121 -0.5 -0.2 0.0 -0.3708
C -5.157940 -1.459737 -0.901328 0.3 0.5 0.3 -0.7841
Cl -5.520828 -1.815284 -2.644427 0.0 -0.1 0.0 0.4492
In -3.577872 0.098973 -0.846551 0.2 0.2 -0.7 0.4170
Cl -4.367466 1.932814 -2.309556 0.1 -0.2 0.2 -0.1457
N -3.409609 0.884055 1.176673 -0.7 -0.2 0.3 -0.1502
C -2.763737 -0.128067 2.024192 -0.1 0.2 -0.1 -0.1695
C -4.682135 1.169332 1.623359 0.3 -0.1 0.1 -0.6369
C -5.336074 2.390445 1.003146 0.2 -0.5 -0.2 -0.0438
O -5.277996 0.524091 2.495345 0.2 0.3 0.0 -0.0184
H -5.131769 -2.340426 2.005385 -0.1 0.2 0.1 0.0530
H -6.624949 -2.386766 1.074864 -0.1 0.1 0.0 0.0707
H -5.795059 -3.877545 1.470289 0.1 -0.1 0.0 0.0609
H -5.133632 -3.595418 -0.746220 0.1 0.0 -0.1 0.0725
H -3.782486 -2.847368 0.073681 0.1 -0.1 0.0 0.0812
H -6.072257 -1.018990 -0.515605 -0.2 -0.1 -0.1 0.0227
H -2.016035 -0.382164 -1.488636 -0.1 0.0 0.2 -0.0765
H -1.701408 -0.168440 1.791774 0.1 -0.1 -0.1 0.0588
H -2.880243 0.150290 3.071537 0.0 0.0 0.1 0.0755
H -3.195786 -1.126826 1.919371 0.0 -0.1 0.0 0.0533
H -6.234718 2.069456 0.479146 -0.2 0.1 0.0 0.0777
H -5.604429 3.086792 1.792979 -0.1 0.0 0.1 0.0627
H -4.672853 2.855664 0.283566 0.0 0.2 0.0 0.0206
C 1.371820 0.907555 4.450447 0.0 0.0 -0.1 -0.0778
C 1.565669 -0.600020 4.454215 0.0 0.1 0.1 -0.2877
O 1.130466 -1.234817 3.270140 0.0 -0.1 0.0 -0.1599
C 1.790977 -0.842560 2.080904 0.0 0.0 -0.1 -0.2780
C 3.278651 -1.154003 2.074716 0.0 0.0 0.1 -0.0795
H 0.338472 1.156833 4.207473 0.0 0.0 0.0 0.0818
H 1.610894 1.317915 5.432594 0.0 0.0 0.0 0.0730
H 2.015053 1.400263 3.719766 0.0 0.0 0.0 0.0659
H 0.964648 -1.041374 5.249860 0.0 0.0 0.0 0.1166
H 2.611627 -0.853448 4.668514 0.0 0.0 0.0 0.1039
H 1.614568 0.218190 1.873486 0.0 0.0 0.0 0.1114
H 1.300618 -1.399877 1.282993 -0.1 0.0 0.0 0.1182
H 3.823727 -0.556276 2.807941 0.0 0.0 0.0 0.0640
H 3.701031 -0.938142 1.092587 0.0 0.0 0.0 0.0635
H 3.451116 -2.205935 2.308514 0.0 0.0 0.0 0.0813
C 0.491019 -0.316884 -4.391883 0.1 0.1 -0.1 -0.0688
C 0.603306 0.487557 -3.109751 -0.1 -0.1 0.0 -0.2867
O 1.780851 1.285330 -3.037394 0.1 -0.1 0.1 -0.1686
C 1.901998 2.274703 -4.036981 0.0 0.1 0.0 -0.2948
C 0.783506 3.304372 -4.023273 -0.1 -0.1 0.0 -0.0783
H 1.396069 -0.905519 -4.554360 0.0 -0.1 0.0 0.0661
H -0.362347 -0.992092 -4.335004 0.0 0.0 0.0 0.0815
H 0.348683 0.326249 -5.263019 -0.1 0.0 0.0 0.0663
H 0.659309 -0.194664 -2.261849 0.0 0.1 0.1 0.0976
H -0.288897 1.099681 -2.953607 0.0 0.0 0.0 0.0973
H 1.986295 1.813682 -5.028800 0.0 0.0 0.0 0.1048
H 2.855097 2.768214 -3.837290 0.0 0.0 0.0 0.1120
H -0.177615 2.867435 -4.295409 0.0 0.0 0.0 0.0707
H 1.000202 4.101774 -4.736194 0.0 0.0 0.0 0.0716
H 0.679179 3.740305 -3.029186 0.0 0.0 0.0 0.0819
C 4.357189 -2.701706 -1.997817 0.0 -0.2 -0.1 -0.0669
C 2.901390 -2.604396 -2.420929 0.0 0.1 0.2 -0.2687
O 2.645843 -3.130474 -3.712002 0.0 0.1 -0.1 -0.1645
C 2.928481 -4.503058 -3.885150 0.0 -0.1 0.0 -0.2861
C 2.118150 -5.418238 -2.981753 0.0 0.1 0.1 -0.0801
H 5.008584 -2.257291 -2.751162 0.0 0.1 0.0 0.0795
H 4.509021 -2.178345 -1.053293 0.0 0.0 0.0 0.0622
H 4.672478 -3.737622 -1.856378 0.0 0.0 0.1 0.0673
H 2.610241 -1.554886 -2.468142 0.0 0.0 -0.1 0.1037
H 2.248299 -3.077369 -1.678265 0.0 0.0 0.0 0.1118
H 4.001688 -4.695787 -3.764656 0.0 0.0 0.0 0.1056
H 2.685518 -4.713818 -4.927328 0.0 0.0 0.0 0.1165
H 2.387613 -5.296861 -1.931557 0.0 0.0 0.0 0.0655
H 2.293650 -6.460814 -3.250570 0.0 0.0 0.0 0.0728
H 1.053414 -5.204534 -3.080368 0.0 0.0 0.0 0.0837
C -8.127903 5.660996 5.495850 0.1 -0.1 0.1 -0.0862
C -8.263296 4.851305 4.215562 -0.1 0.0 0.0 -0.2895
O -7.089928 4.163580 3.844010 0.1 0.1 0.0 -0.1638
C -6.618640 3.197921 4.770007 0.1 -0.1 0.0 -0.2757
C -7.600367 2.073907 5.044063 -0.2 0.1 0.0 -0.0773
H -7.267819 6.329194 5.433836 0.0 0.0 0.0 0.0788
H -9.025957 6.259201 5.657825 0.0 0.0 0.0 0.0710
H -7.993012 5.021505 6.369488 0.0 0.0 0.0 0.0629
H -8.476473 5.522288 3.382508 0.0 0.0 0.0 0.1170
H -9.110699 4.159217 4.289521 0.0 0.0 0.0 0.1066
H -6.313113 3.684753 5.705051 0.0 0.0 0.0 0.1053
H -5.719079 2.779825 4.319276 0.0 0.0 -0.1 0.1088
H -8.492878 2.428451 5.566543 0.0 0.0 0.0 0.0608
H -7.129609 1.311930 5.664781 0.0 0.0 0.0 0.0777
H -7.914274 1.612847 4.107806 0.1 0.0 0.0 0.0840
C 8.292729 0.897875 -1.196452 0.0 0.0 -0.1 -0.0791
C 8.469809 -0.611209 -1.210770 0.0 0.1 0.1 -0.2829
O 8.013941 -1.230753 -2.397506 -0.1 -0.1 0.0 -0.1657
C 8.657269 -0.834071 -3.592148 0.0 0.0 -0.1 -0.2833
C 10.147458 -1.132168 -3.619152 0.0 0.0 0.1 -0.0827
H 7.259073 1.161539 -1.422490 0.0 0.0 0.0 0.0837
H 8.547978 1.294520 -0.213355 0.0 0.0 0.0 0.0752
H 8.933148 1.391818 -1.929147 0.0 0.0 0.0 0.0650
H 7.873122 -1.054487 -0.413371 0.0 0.0 0.0 0.1171
H 9.514544 -0.878830 -1.011964 0.0 0.0 0.0 0.1060
H 8.473634 0.227129 -3.795617 0.0 0.0 0.0 0.1084
H 8.159033 -1.396011 -4.382147 0.0 0.0 0.0 0.1187
H 10.697837 -0.529044 -2.895166 0.0 0.0 0.0 0.0645
H 10.553910 -0.915062 -4.607449 0.0 0.0 0.0 0.0743
H 10.329866 -2.182477 -3.388101 0.0 0.0 0.0 0.0804
```
Forces are in eV/Å.

=====

Density functional theory data (ωB97M-V/def2-TZVPD) for one molecule with the formula C5H8O2.

Orbital gap   10.00 eV
Energy above the lowest of the compared OMol25 structures with the same formula, charge and spin   1.379 eV
LUMO   0.66 eV
SMILES   O=C1CC(CO)C1
Electronic energy   -9408.454 eV
Max |F|   0.0189 hartree/bohr

The geometry in XYZ format:
```
15
Properties=species:S:1:pos:R:3:forces:R:3:nbo_charge:R:1
O 2.951111 0.557909 0.343268 -0.4 0.4 -0.3 -0.5272
C 1.771928 0.370204 0.201024 0.5 0.1 0.0 0.6168
C 0.819448 -0.380768 1.104548 0.1 0.0 0.1 -0.5377
C -0.074657 -0.634892 -0.162462 -0.1 -0.1 0.0 -0.2283
C -1.535552 -0.191620 -0.133915 0.1 -0.4 -0.1 -0.0558
O -1.604557 1.157785 0.289211 -0.2 0.2 0.1 -0.7312
C 0.838364 0.313639 -0.999706 0.1 0.0 -0.1 -0.5299
H 0.344011 0.103513 1.961975 0.1 0.1 -0.3 0.2475
H 1.503005 -1.158360 1.459130 -0.8 -0.6 0.2 0.2419
H -0.047236 -1.674445 -0.509343 0.1 0.2 0.1 0.2170
H -2.132368 -0.842286 0.524300 0.2 0.1 0.0 0.1659
H -1.944794 -0.295655 -1.154262 0.1 0.0 0.2 0.1641
H -2.512565 1.465351 0.180491 0.2 0.0 0.1 0.4755
H 0.343753 1.274247 -1.178701 0.1 -0.1 0.0 0.2508
H 1.280112 -0.064623 -1.925565 -0.1 0.1 0.1 0.2303
```
Forces are in eV/Å.